{
  "formula": "C47H68FN9O4",
  "method": "ωB97M-V with the def2-TZVPD basis set",
  "elements": ["C", "C", "C", "C", "O", "C", "C", "C", "N", "C", "O", "C", "C", "C", "F", "C", "O", "C", "C", "C", "O", "H", "H", "H", "H", "H", "H", "H", "H", "H", "H", "H", "H", "C", "C", "C", "C", "N", "H", "H", "H", "H", "H", "H", "H", "C", "C", "C", "C", "N", "H", "H", "H", "H", "H", "H", "H", "C", "C", "C", "C", "N", "H", "H", "H", "H", "H", "H", "H", "C", "C", "C", "C", "N", "H", "H", "H", "H", "H", "H", "H", "C", "C", "C", "C", "N", "H", "H", "H", "H", "H", "H", "H", "C", "C", "C", "C", "N", "H", "H", "H", "H", "H", "H", "H", "C", "C", "C", "C", "N", "H", "H", "H", "H", "H", "H", "H", "C", "C", "C", "C", "N", "H", "H", "H", "H", "H", "H", "H"],
  "positions_angstrom": [[6.367, 1.765, 0.681], [7.544, 2.461, -0.157], [7.427, 2.314, -1.755], [6.987, 0.861, -2.278], [5.836, 0.889, -3.216], [4.724, 1.359, -2.431], [4.125, 2.794, -2.603], [2.957, 3.304, -1.718], [2.411, 4.686, -1.874], [3.288, 5.431, -1.267], [4.090, 6.229, -0.827], [2.405, 2.336, -0.653], [2.976, 0.880, -0.511], [4.138, 0.358, -1.387], [4.616, -0.959, -1.200], [2.341, -0.082, 0.624], [2.232, -1.308, 0.455], [1.917, 0.689, 1.978], [1.396, 2.006, 1.841], [1.226, 2.700, 0.390], [0.290, 3.471, 0.120], [6.495, 2.081, 1.790], [6.408, 0.618, 0.672], [5.310, 2.133, 0.391], [7.474, 3.595, 0.071], [8.540, 2.065, 0.244], [8.487, 2.518, -2.176], [6.779, 3.177, -2.127], [6.844, 0.083, -1.442], [7.862, 0.451, -2.916], [4.565, 3.490, -3.403], [2.081, 0.171, 2.976], [1.106, 2.623, 2.766], [-3.210, 4.201, 0.163], [-4.059, 2.936, 0.208], [-4.617, 2.641, 1.602], [-3.487, 2.445, 2.569], [-2.600, 2.292, 3.321], [-2.326, 4.116, 0.801], [-2.859, 4.385, -0.855], [-3.786, 5.074, 0.488], [-3.455, 2.092, -0.135], [-4.890, 3.042, -0.492], [-5.227, 1.734, 1.578], [-5.247, 3.464, 1.948], [-4.658, -1.853, -2.030], [-3.957, -1.420, -3.313], [-3.145, -0.135, -3.142], [-4.049, 0.991, -2.735], [-4.756, 1.872, -2.417], [-5.387, -1.109, -1.698], [-5.200, -2.786, -2.190], [-3.935, -2.012, -1.223], [-4.707, -1.283, -4.099], [-3.290, -2.223, -3.642], [-2.651, 0.127, -4.081], [-2.373, -0.268, -2.379], [-6.582, -6.214, -0.837], [-7.848, -6.419, -1.663], [-7.757, -5.793, -3.057], [-7.545, -4.312, -2.939], [-7.378, -3.154, -2.846], [-6.389, -5.154, -0.651], [-6.681, -6.701, 0.136], [-5.710, -6.639, -1.343], [-8.698, -5.994, -1.120], [-8.036, -7.492, -1.765], [-8.680, -5.977, -3.613], [-6.928, -6.229, -3.621], [-2.678, -1.686, 5.941], [-1.911, -0.404, 5.635], [-0.528, -0.666, 5.035], [0.307, -1.456, 5.999], [0.960, -2.074, 6.754], [-2.164, -2.295, 6.691], [-3.668, -1.450, 6.339], [-2.809, -2.290, 5.038], [-1.811, 0.178, 6.556], [-2.494, 0.200, 4.934], [-0.026, 0.281, 4.821], [-0.616, -1.223, 4.097], [-11.198, -1.115, 0.114], [-9.889, -1.343, 0.864], [-9.066, -2.497, 0.287], [-9.849, -3.774, 0.371], [-10.461, -4.773, 0.437], [-11.857, -1.984, 0.180], [-11.737, -0.266, 0.540], [-11.011, -0.904, -0.944], [-10.114, -1.538, 1.917], [-9.294, -0.426, 0.826], [-8.135, -2.611, 0.848], [-8.810, -2.302, -0.758], [-0.347, -3.369, 1.346], [-0.817, -4.083, 2.610], [-2.244, -4.623, 2.494], [-3.200, -3.492, 2.248], [-3.946, -2.607, 2.056], [-0.959, -2.489, 1.129], [0.683, -3.027, 1.463], [-0.388, -4.038, 0.481], [-0.750, -3.389, 3.455], [-0.137, -4.913, 2.823], [-2.528, -5.135, 3.417], [-2.318, -5.339, 1.672], [6.299, 0.674, -8.072], [6.860, 2.090, -7.996], [7.750, 2.313, -6.771], [6.954, 2.087, -5.516], [6.326, 1.908, -4.518], [5.654, 0.450, -7.219], [5.696, 0.553, -8.975], [7.105, -0.066, -8.099], [6.028, 2.801, -7.985], [7.442, 2.291, -8.901], [8.137, 3.335, -6.769], [8.602, 1.627, -6.786], [9.466, 2.514, 5.328], [9.364, 3.515, 4.182], [7.994, 4.192, 4.102], [6.927, 3.161, 3.879], [6.095, 2.353, 3.705], [8.758, 1.690, 5.207], [10.467, 2.079, 5.364], [9.270, 2.998, 6.290], [9.578, 2.999, 3.240], [10.134, 4.282, 4.310], [7.976, 4.908, 3.276], [7.779, 4.735, 5.026]],
  "mulliken_charge": [0.081, -0.614, -0.138, -0.903, -0.226, 0.405, -0.103, -0.059, -0.568, 0.768, -0.461, 0.402, 0.839, -0.131, -0.391, -0.121, -0.561, -0.217, -0.376, -0.131, -0.544, -0.085, 0.210, -0.105, 0.199, 0.288, 0.327, 0.261, 0.368, 0.354, 0.376, 0.509, 0.374, -1.182, -0.152, -0.414, 0.247, -0.496, 0.267, 0.335, 0.327, 0.088, 0.380, 0.261, 0.332, -0.697, -0.523, -0.323, 0.307, -0.557, 0.356, -0.066, 0.289, 0.298, 0.345, 0.340, 0.229, -1.122, -0.214, -0.457, 0.388, -0.577, 0.227, 0.340, 0.355, 0.105, 0.328, 0.314, 0.309, -1.098, -0.324, 0.374, 0.254, -0.526, 0.369, 0.406, 0.097, 0.345, 0.116, 0.148, -0.160, -1.170, -0.594, 0.089, 0.315, -0.560, 0.361, 0.346, 0.292, 0.331, 0.317, 0.233, 0.061, -1.141, -0.066, -0.477, 0.167, -0.484, 0.357, 0.251, 0.413, -0.097, 0.393, 0.346, 0.370, -1.062, -0.421, -0.562, 0.327, -0.376, 0.293, 0.326, 0.295, 0.297, 0.311, 0.280, 0.267, -1.158, -0.334, -0.389, 0.251, -0.561, 0.342, 0.339, 0.302, 0.214, 0.330, 0.272, 0.349],
  "homo_ev": -7.8,
  "largest_force_ev_per_a": 13.92,
  "gap_ev": 6.687,
  "energy_ha": -2724.85818
}